The following is a DFT calculation (ωB97M-V with the def2-TZVPD basis set) of C7H10 in the gas phase.

The LUMO energy comes out at 1.112 eV. As for the SMILES: C#CC1(CC)CC1. The value obtained for the maximum force is 3.66 eV Å⁻¹. As for the energy relative to the best compared isomer or geometry (same formula, charge and spin): 428.74 kJ/mol. Its molar mass is 94.2 Da.

Bonds (Å) are listed after each position.
Atoms and positions in Å:
1 C -1.177 2.339 0.830  C2 1.204, H8 1.067
2 C -0.898 1.210 0.517  C1 1.204, C3 1.463
3 C -0.465 -0.148 0.190  C2 1.463, C4 1.575, C6 1.483, C7 1.462
4 C 0.935 -0.465 0.840  C3 1.575, C5 1.519, H9 1.098, H10 1.095
5 C 1.905 0.051 -0.209  C4 1.519, H11 1.093, H12 1.094, H13 1.162
6 C -0.536 -0.404 -1.270  C3 1.483, C7 1.813, H14 1.086, H15 1.089
7 C -1.597 -1.061 0.045  C3 1.462, C6 1.813, H16 1.082, H17 1.109
8 H -1.414 3.340 1.112  C1 1.067
9 H 1.032 -1.545 1.018  C4 1.098
10 H 0.955 0.054 1.804  C4 1.095
11 H 2.690 -0.646 -0.517  C5 1.093
12 H 2.303 1.048 0.003  C5 1.094
13 H 1.194 0.142 -1.124  C5 1.162
14 H -0.858 0.321 -2.012  C6 1.086
15 H -0.073 -1.297 -1.686  C6 1.089
16 H -1.432 -2.124 -0.071  C7 1.082
17 H -2.563 -0.815 0.531  C7 1.109

The molecule's natural (NBO) atomic charges, reported in e, are given here:
1. C -0.230
2. C 0.001
3. C -0.200
4. C -0.394
5. C -0.624
6. C -0.397
7. C -0.374
8. H 0.237
9. H 0.208
10. H 0.224
11. H 0.212
12. H 0.217
13. H 0.223
14. H 0.236
15. H 0.222
16. H 0.210
17. H 0.230



The following is a DFT calculation (ωB97M-V with the def2-TZVPD basis set) of C7H10 in the gas phase.

The LUMO energy comes out at 0.262 eV. As for the SMILES: C=C/C=C/C(=C)C. The value obtained for the maximum force is 7.79 eV Å⁻¹. As for the energy relative to the best compared isomer or geometry (same formula, charge and spin): 436.42 kJ/mol. Its molar mass is 94.2 Da.

Bonds (Å) are listed after each position.
Atoms and positions in Å:
1 C -1.003 2.218 2.618  C2 1.400, H8 1.142, H9 1.155
2 C -1.317 1.188 1.722  C1 1.400, C3 1.464, H10 1.065
3 C -0.309 0.249 1.228  C2 1.464, C4 1.430, H11 1.117
4 C -0.464 -0.254 -0.102  C3 1.430, C5 1.501, H12 1.149
5 C 0.672 -0.895 -0.845  C4 1.501, C6 1.450, C7 1.437
6 C 0.611 -2.304 -1.185  C5 1.450, H13 1.105, H14 1.062
7 C 1.214 -0.255 -2.012  C5 1.437, H15 1.047, H16 1.086, H17 1.139
8 H -1.798 2.702 3.279  C1 1.142
9 H 0.081 2.590 2.474  C1 1.155
10 H -2.290 0.794 1.542  C2 1.065
11 H 0.746 0.165 1.583  C3 1.117
12 H -1.513 -0.146 -0.559  C4 1.149
13 H 0.226 -3.090 -0.511  C6 1.105
14 H 0.918 -2.557 -2.170  C6 1.062
15 H 1.303 0.779 -1.877  C7 1.047
16 H 0.716 -0.410 -2.965  C7 1.086
17 H 2.208 -0.772 -2.220  C7 1.139

The molecule's natural (NBO) atomic charges, reported in e, are given here:
1. C -0.416
2. C -0.225
3. C -0.230
4. C -0.178
5. C -0.058
6. C -0.324
7. C -0.656
8. H 0.218
9. H 0.207
10. H 0.201
11. H 0.213
12. H 0.215
13. H 0.196
14. H 0.180
15. H 0.214
16. H 0.218
17. H 0.224



The following is a DFT calculation (ωB97M-V with the def2-TZVPD basis set) of C7H10 in the gas phase.

The LUMO energy comes out at 1.087 eV. As for the SMILES: C[C@]12C[C@@H]3[C@H](C1)[C@@H]32. The value obtained for the maximum force is 0.38 eV Å⁻¹. As for the energy relative to the best compared isomer or geometry (same formula, charge and spin): 223.55 kJ/mol. Its molar mass is 94.2 Da.

Bonds (Å) are listed after each position.
Atoms and positions in Å:
1 C 1.599 -1.168 -0.155  C2 1.509, H8 1.097, H9 1.096, H10 1.096
2 C 0.366 -0.318 0.023  C1 1.509, C3 1.553, C6 1.553, C7 1.580
3 C 0.293 0.748 1.151  C2 1.553, C4 1.518, H11 1.098, H12 1.097
4 C -0.721 1.460 0.274  C3 1.518, C5 1.526, C7 1.503, H13 1.085
5 C -1.520 0.424 -0.511  C4 1.526, C6 1.516, C7 1.499, H14 1.086
6 C -1.051 -0.946 -0.064  C2 1.553, C5 1.516, H15 1.098, H16 1.097
7 C -0.142 0.815 -0.954  C2 1.580, C4 1.503, C5 1.499, H17 1.083
8 H 1.689 -1.896 0.660  C1 1.097
9 H 1.578 -1.728 -1.097  C1 1.096
10 H 2.504 -0.550 -0.156  C1 1.096
11 H 0.057 0.493 2.193  C3 1.098
12 H 1.234 1.311 1.129  C3 1.097
13 H -1.109 2.466 0.390  C4 1.085
14 H -2.460 0.696 -0.980  C5 1.086
15 H -1.481 -1.389 0.843  C6 1.098
16 H -1.113 -1.664 -0.892  C6 1.097
17 H 0.278 1.246 -1.854  C7 1.083

The molecule's natural (NBO) atomic charges, reported in e, are given here:
1. C -0.611
2. C -0.006
3. C -0.386
4. C -0.232
5. C -0.225
6. C -0.389
7. C -0.249
8. H 0.214
9. H 0.212
10. H 0.210
11. H 0.192
12. H 0.200
13. H 0.221
14. H 0.223
15. H 0.192
16. H 0.204
17. H 0.230



The following is a DFT calculation (ωB97M-V with the def2-TZVPD basis set) of 2 unconnected molecules or ions with the total composition C7H10.

The LUMO energy comes out at 0.893 eV. As for the SMILES: C#CC(=C)C.C=C. The value obtained for the maximum force is 0.73 eV Å⁻¹. As for the energy relative to the best compared isomer or geometry (same formula, charge and spin): 354.13 kJ/mol. Its molar mass is 94.2 Da.

Bonds (Å) are listed after each position.
Atoms and positions in Å:
1 C 1.190 -2.404 -0.423  C2 1.208, H6 1.066
2 C 1.023 -1.208 -0.454  C1 1.208, C3 1.440
3 C 0.807 0.213 -0.546  C2 1.440, C4 1.332, C5 1.502
4 C 1.764 1.076 -0.208  C3 1.332, H7 1.087, H8 1.084
5 C -0.407 0.671 -1.302  C3 1.502, H9 1.090, H10 1.093, H11 1.094
6 H 1.376 -3.454 -0.451  C1 1.066
7 H 1.572 2.146 -0.239  C4 1.087
8 H 2.766 0.752 0.045  C4 1.084
9 H -1.328 0.203 -0.957  C5 1.090
10 H -0.223 0.404 -2.346  C5 1.093
11 H -0.522 1.756 -1.221  C5 1.094
12 C -1.914 -0.185 1.061  C13 1.331, H14 1.086, H15 1.088
13 C -0.769 0.126 1.663  C12 1.331, H16 1.086, H17 1.083
14 H -2.641 0.582 0.807  C12 1.086
15 H -2.144 -1.202 0.754  C12 1.088
16 H -0.504 1.155 1.888  C13 1.086
17 H -0.043 -0.632 1.931  C13 1.083

The molecule's natural (NBO) atomic charges, reported in e, are given here:
1. C -0.216
2. C -0.040
3. C -0.075
4. C -0.348
5. C -0.620
6. H 0.238
7. H 0.196
8. H 0.207
9. H 0.230
10. H 0.222
11. H 0.214
12. C -0.421
13. C -0.380
14. H 0.194
15. H 0.201
16. H 0.195
17. H 0.205